# C20H19Cl3N4O6Ru

A molecular structure, C20H19Cl3N4O6Ru (ωB97M-V/def2-TZVPD, the Open Molecules 2025 dataset).

Properties
2S+1: 2
HOMO-LUMO gap (spin up / spin down), hartree: 0.2708 / 0.2515
Expectation value of S²: 0.75
LUMO (spin up / spin down), eV: -3.781 / -4.305
Energy relative to the best compared isomer or geometry (same formula, charge and spin), kcal per mole: 0.0
HOMO energy (spin up / spin down), eV: -11.15 / -11.15
Total charge: +1

Each line ends with the Mulliken charge.
Cartesian coordinates (Å):
H: -0.49 4.02 1.77  0.377
C: -2.92 1.92 1.11  0.698
C: -1.41 -0.35 4.18  -0.436
C: 0.37 -1.07 -2.20  0.715
C: 1.99 0.59 -2.20  -0.210
H: -3.90 4.83 4.09  0.429
C: -3.49 4.47 3.15  -0.654
C: -2.77 -1.67 5.63  -0.310
H: 3.39 0.61 -3.79  0.426
C: -0.69 -1.68 -1.41  -0.283
C: -2.70 -2.20 3.28  0.486
H: -1.41 2.02 2.64  -0.298
O: -0.52 0.26 1.65  -0.944
Cl: -0.81 5.12 -2.58  -0.096
H: -4.24 4.58 2.36  0.294
H: -1.05 -2.69 -1.54  0.476
H: -2.27 6.05 2.30  0.390
C: -1.81 -1.12 3.08  0.443
H: -3.85 -3.28 4.71  0.467
Cl: 1.85 4.11 -3.16  -0.117
C: 0.30 3.06 -1.26  0.399
N: -3.19 3.00 3.25  -0.004
H: 2.41 1.45 -1.69  0.751
O: -3.13 -3.00 2.31  -0.633
H: -1.89 4.25 0.74  0.265
C: -1.31 -0.77 1.76  1.149
C: -1.88 -0.61 5.45  -1.039
H: -1.50 5.17 3.61  0.320
N: -1.00 -0.98 -0.38  0.240
H: -2.89 2.74 4.19  0.409
H: -2.75 -2.72 1.46  0.553
H: -1.55 -0.02 6.29  0.457
H: -4.01 2.43 2.95  0.391
C: 1.96 -0.99 -3.98  -0.150
N: -1.64 -1.50 0.70  -0.973
Cl: 1.33 5.51 -0.68  -0.099
H: -0.69 0.44 4.02  0.576
N: 0.93 0.02 -1.62  -0.098
O: -0.44 2.27 -1.89  -0.501
H: 2.36 -1.38 -4.90  0.434
O: 0.75 2.74 -0.13  -0.640
Ru: -0.36 0.89 -0.24  0.516
C: 0.65 4.42 -1.89  0.872
C: -2.15 2.68 2.21  0.604
C: 0.86 -1.60 -3.39  -0.886
H: -3.15 -1.89 6.62  0.396
C: -3.17 -2.45 4.57  -0.694
O: -4.11 1.73 1.29  -0.745
C: -2.15 5.06 2.74  -0.850
H: 0.40 -2.47 -3.82  0.438
C: -1.58 4.04 1.76  -0.712
O: -2.25 1.58 0.08  -0.687
C: 2.53 0.12 -3.37  -0.912

***

# C20H19ClFNO3

A single C20H19ClFNO3 molecule (ωB97M-V/def2-TZVPD, the Open Molecules 2025 dataset).

Properties
HOMO-LUMO gap, hartree: 0.3168
SMILES: O=C(c1ccc2c(c1)OCO2)[C@H]1CCCN(Cc2c(F)cccc2Cl)C1
LUMO, eV: 0.448
HOMO energy, eV: -8.17

Each line ends with the Mulliken charge.
Cartesian coordinates (Å):
H: 0.39 0.37 -2.89  0.625
H: 4.01 1.89 0.07  0.468
H: -3.42 -4.22 2.26  0.283
C: -0.75 -3.00 1.85  1.046
C: 1.94 -0.82 0.54  -0.170
C: 0.31 -2.56 1.11  -1.411
C: -2.44 -4.13 2.75  -0.337
O: 2.55 -1.62 -0.15  -0.659
C: -2.16 0.27 -0.86  0.680
C: 0.25 -0.51 2.41  -0.208
C: 3.62 0.90 -0.19  -1.447
C: -0.83 -0.97 3.16  -1.560
H: 4.37 0.16 0.08  0.424
C: -1.26 0.95 -1.68  -0.372
H: -2.31 -4.96 3.47  0.270
C: -1.32 -2.22 2.86  1.183
C: 2.33 0.65 0.59  0.726
H: -4.11 0.09 -0.04  0.459
C: 0.18 0.53 -1.83  -0.703
C: 0.81 -1.27 1.39  0.599
H: 0.65 0.46 2.65  0.407
H: -1.26 -0.38 3.95  0.428
C: -3.92 1.79 -1.35  -0.392
C: 1.22 1.61 0.08  -1.624
C: 3.37 0.85 -1.70  -0.477
H: 4.28 1.10 -2.24  0.399
H: 0.35 -0.41 -1.30  0.207
N: 1.03 1.61 -1.34  0.358
H: 2.51 0.89 1.65  0.592
C: -3.47 0.67 -0.69  -0.818
H: -4.94 2.12 -1.23  0.383
Cl: -0.73 2.96 -3.39  -0.206
C: -1.76 2.07 -2.34  0.499
H: 2.05 1.81 -3.13  0.422
F: -1.74 -0.84 -0.21  -0.092
O: -2.36 -2.90 3.43  -0.484
H: 0.27 1.38 0.56  0.629
H: 1.52 2.63 0.37  0.460
C: 2.26 1.84 -2.06  -1.047
H: 0.75 -3.15 0.33  0.495
H: 2.59 2.86 -1.81  0.401
H: -3.41 3.37 -2.72  0.431
O: -1.42 -4.19 1.77  -0.492
H: 3.07 -0.16 -1.98  0.330
C: -3.07 2.49 -2.19  -0.704

***

# C20H19FN2O5

A single C20H19FN2O5 molecule (ωB97M-V/def2-TZVPD, the Open Molecules 2025 dataset).

Properties
HOMO-LUMO gap, hartree: 0.3587
SMILES: O=C(CNC(=O)Cc1ccccc1)NCC(=O)OCC(=O)c1ccc(F)cc1
LUMO, eV: 0.326
Energy relative to the best compared isomer or geometry (same formula, charge and spin), kcal per mole: 6.4
HOMO energy, eV: -9.43

Each line ends with the Mulliken charge.
Cartesian coordinates (Å):
H: -0.60 0.62 1.65  -0.135
H: 2.64 -0.78 -1.30  0.298
O: -1.64 3.45 0.96  -0.688
N: -1.62 1.74 -0.52  0.145
H: -3.91 -0.83 0.07  0.567
C: -2.65 2.27 -1.39  -0.792
O: -3.25 -3.21 -2.93  -0.592
C: -3.23 -2.23 -2.22  0.267
C: 4.48 1.45 0.28  -0.221
C: 5.54 0.59 2.25  -0.388
O: -3.12 0.20 -2.36  -0.284
N: 1.06 1.35 0.64  0.005
H: 2.73 0.96 -1.61  0.329
C: -2.32 -1.42 1.36  -0.398
H: 1.86 1.92 0.86  0.314
H: 0.18 -3.57 0.58  0.480
C: -2.55 -2.19 -0.91  0.366
C: 3.64 0.34 0.24  0.260
C: -0.72 -2.98 0.44  -0.460
C: 5.43 1.57 1.28  -0.582
O: -4.82 1.20 -1.29  -0.592
H: -2.67 -0.83 2.20  0.473
H: -4.90 -0.85 -2.18  0.420
C: -3.92 -0.94 -2.67  -0.677
H: 6.28 0.69 3.04  0.381
H: -1.21 0.84 -0.76  0.030
H: 0.08 2.14 2.29  0.466
C: -1.22 2.38 0.59  0.594
H: -4.06 -0.98 -3.75  0.373
C: -3.68 1.19 -1.66  0.731
H: -1.08 -3.59 -1.58  0.458
C: -1.18 -2.19 1.47  0.609
H: -3.12 3.12 -0.87  0.460
F: -0.49 -2.16 2.63  -0.423
C: 3.76 -0.64 1.22  -0.257
C: -1.41 -2.99 -0.75  -0.718
C: -3.01 -1.42 0.16  -0.525
H: 4.79 -1.27 2.98  0.394
H: 4.40 2.21 -0.48  0.363
C: 4.70 -0.51 2.22  -0.658
H: -2.22 2.60 -2.34  0.294
C: -0.16 1.59 1.38  -0.407
C: 2.59 0.20 -0.83  -0.860
C: 1.19 0.36 -0.26  0.346
H: 3.11 -1.50 1.20  0.474
H: 6.08 2.43 1.30  0.379
O: 0.25 -0.34 -0.61  -0.621

***

# C20H19N2O4S

2 unconnected molecules or ions with the total composition C20H19N2O4S (ωB97M-V/def2-TZVPD, the Open Molecules 2025 dataset).

Properties
HOMO-LUMO gap, hartree: 0.2090
LUMO, eV: 2.383
Energy relative to the best compared isomer or geometry (same formula, charge and spin), kcal per mole: 52.1
HOMO energy, eV: -3.31
Total charge: -1

Each line ends with the Mulliken charge.
Cartesian coordinates (Å):
C: 2.62 -3.23 0.81  -0.228
C: 4.77 -1.97 1.87  -0.265
H: 2.86 5.35 -1.70  0.322
C: -4.43 -0.41 -0.56  -0.453
C: 2.30 0.45 -2.43  -0.500
C: 3.59 -1.30 1.88  -0.373
H: 1.77 -3.74 0.38  0.413
C: -3.33 -1.26 1.36  -0.224
N: 4.94 -3.20 1.37  -0.762
H: 5.64 -1.50 2.28  0.323
C: 0.14 -0.45 -1.60  -0.397
O: -2.60 -1.76 -2.42  -0.730
C: 2.42 -1.92 1.34  0.301
C: -6.63 0.23 2.44  -1.335
C: -5.49 -0.22 1.59  0.946
H: 2.49 -0.49 -2.93  0.389
H: 3.49 -0.31 2.29  0.357
H: 3.69 4.68 -0.25  0.338
H: -4.44 -0.25 -1.63  0.433
H: 4.62 5.53 -1.50  0.233
C: 1.82 2.85 -1.14  -0.276
C: -5.49 0.00 0.22  -0.764
H: 0.37 -1.42 -2.03  0.312
C: -4.39 -0.85 2.15  -0.750
O: 1.33 -1.36 1.34  -0.729
C: 3.00 2.69 -1.88  0.938
O: 3.99 3.67 -2.02  -0.453
S: -1.99 -1.61 -1.05  1.214
H: 4.12 1.35 -3.08  0.415
H: -6.29 0.94 3.19  0.315
O: -1.39 -2.81 -0.39  -0.609
H: 4.00 -4.78 0.46  0.329
H: -4.38 -1.03 3.21  0.382
H: 1.63 3.77 -0.63  0.358
H: -7.40 0.71 1.84  0.345
H: -7.09 -0.62 2.95  0.315
H: -2.48 -1.76 1.80  0.527
N: -0.98 -0.29 -1.04  -0.230
C: 1.13 0.60 -1.70  0.528
H: -6.34 0.49 -0.24  0.283
C: 3.22 1.47 -2.52  -0.562
C: 0.91 1.82 -1.06  -0.937
C: 3.77 4.87 -1.32  -0.805
C: 3.85 -3.79 0.85  -0.335
H: 0.01 1.93 -0.49  0.458
C: -3.35 -1.04 0.00  -0.055

***

# C20H19N3O3S

A single C20H19N3O3S molecule (ωB97M-V/def2-TZVPD, the Open Molecules 2025 dataset).

Properties
HOMO-LUMO gap, hartree: 0.3135
SMILES: CCCc1ccc(C#N)c(S[C@@H]2CC(=O)N(c3ccc(OC)cc3)C2=O)n1
LUMO, eV: 0.037
Energy relative to the best compared isomer or geometry (same formula, charge and spin), kcal per mole: 31.7
HOMO energy, eV: -8.49

Each line ends with the Mulliken charge.
Cartesian coordinates (Å):
H: -3.89 0.89 -7.31  0.336
H: 2.69 3.56 3.83  0.331
H: -2.71 -0.41 1.36  0.259
H: 2.33 3.52 5.55  0.361
C: -2.48 0.55 -0.54  0.422
H: 3.85 -1.48 4.73  0.425
C: 2.31 1.58 4.61  -0.229
H: -3.80 -0.32 -5.30  0.380
C: -2.88 0.00 -4.83  -0.290
N: 1.43 -0.72 2.56  -0.071
O: -3.53 1.04 -0.86  -0.589
C: 1.32 -3.04 3.12  0.475
C: 2.48 -0.56 3.36  0.375
H: 3.91 3.00 4.97  0.329
H: 0.14 1.32 -5.53  0.416
H: 2.86 1.36 2.54  0.363
H: -3.22 -0.75 -7.54  0.341
S: -0.51 -2.05 1.35  -0.338
C: -2.01 0.27 0.87  -0.575
C: 0.69 -4.29 2.97  -0.222
C: -3.01 0.32 -7.64  -0.840
O: 0.64 -0.72 -1.33  -0.581
H: 4.09 0.79 3.68  0.416
C: 3.00 -1.63 4.09  -0.551
H: 1.24 1.60 4.41  0.286
O: -1.86 0.69 -6.93  -0.454
C: -2.76 -0.13 -3.46  -0.777
C: 2.42 -2.87 3.97  -0.638
H: -3.57 -0.54 -2.88  0.353
C: -0.36 -0.34 -0.78  -0.042
C: 0.87 -1.90 2.43  0.212
H: 2.80 -3.72 4.52  0.499
N: 0.18 -5.31 2.87  -0.491
C: 2.84 3.00 4.75  -1.261
H: 0.18 0.19 1.25  0.135
C: -1.59 0.28 -2.82  0.101
C: -1.84 0.52 -5.58  0.874
H: 2.46 1.04 5.55  0.313
C: -0.54 0.80 -3.57  -0.387
H: 0.36 1.11 -3.08  0.383
C: -0.67 0.92 -4.93  -0.667
C: 3.02 0.83 3.48  -1.017
N: -1.48 0.16 -1.41  0.294
H: -2.80 0.55 -8.68  0.237
H: -2.00 1.20 1.44  0.312
C: -0.62 -0.33 0.71  0.793

***

# C20H19N3O4

A single C20H19N3O4 molecule (ωB97M-V/def2-TZVPD, the Open Molecules 2025 dataset).

Properties
HOMO-LUMO gap, hartree: 0.3157
SMILES: COc1cccc(/C=N/NC(=O)c2c(-c3ccccc3)noc2C)c1OC
LUMO, eV: 0.411
Energy relative to the best compared isomer or geometry (same formula, charge and spin), kcal per mole: 115.2
HOMO energy, eV: -8.18

Each line ends with the Mulliken charge.
Cartesian coordinates (Å):
H: -3.63 -3.37 1.03  0.284
C: -0.46 0.93 2.64  -0.520
O: 4.78 1.66 -0.76  -0.185
C: 5.98 -0.29 -1.59  -1.323
H: 6.92 0.20 -1.32  0.369
H: -1.38 0.91 3.21  0.441
C: 4.86 0.33 -0.85  -0.277
H: -6.55 0.50 -0.20  0.258
H: -0.31 -2.44 -0.20  0.450
C: -2.35 -0.74 -0.44  0.184
C: -3.34 0.23 -0.72  1.382
H: -4.27 -1.73 1.34  0.274
H: -5.43 1.88 -0.10  0.370
H: 1.09 2.67 0.19  0.484
C: 3.08 0.91 0.31  0.426
N: 2.18 -2.01 -0.25  -0.279
C: -3.81 -2.38 0.59  -0.892
N: 3.69 2.01 -0.04  -0.732
C: 0.91 1.91 0.94  -0.549
O: 4.33 -2.51 0.13  -0.672
C: -1.66 1.64 -1.76  -1.178
O: -4.63 -0.02 -0.32  -0.414
C: -5.63 0.92 -0.60  -0.996
C: -0.69 0.71 -1.49  -0.763
C: 0.01 -1.44 -0.52  -0.436
H: 0.33 0.86 -1.77  0.494
C: 1.87 0.93 1.14  0.670
C: 3.49 -1.66 -0.08  -0.177
H: 6.03 -1.35 -1.34  0.354
H: 1.93 -2.98 -0.07  0.255
H: -1.42 2.56 -2.27  0.395
H: 2.43 -0.78 2.31  0.465
C: -1.03 -0.48 -0.83  0.435
C: -2.98 1.40 -1.37  -0.388
C: 0.51 -0.03 2.86  -0.720
O: -2.53 -1.92 0.21  -0.454
N: 1.23 -1.11 -0.57  0.145
H: 5.83 -0.18 -2.66  0.311
C: 1.67 -0.03 2.12  -0.186
H: -5.74 1.09 -1.67  0.372
C: 3.79 -0.22 -0.19  1.257
H: -3.72 2.15 -1.59  0.415
H: -1.01 2.66 1.51  0.417
C: -0.26 1.91 1.68  -0.498
H: 0.35 -0.79 3.62  0.415
H: -4.48 -2.48 -0.26  0.315

***

# C20H19N3O4S

A single C20H19N3O4S molecule (ωB97M-V/def2-TZVPD, the Open Molecules 2025 dataset).

Properties
HOMO-LUMO gap, hartree: 0.3214
SMILES: Cc1ccc(OCc2nnc(SCC(=O)CC(=O)Nc3ccccc3)o2)cc1
LUMO, eV: 0.405
Energy relative to the best compared isomer or geometry (same formula, charge and spin), kcal per mole: 15.2
HOMO energy, eV: -8.34

Each line ends with the Mulliken charge.
Cartesian coordinates (Å):
C: 1.25 -2.37 2.17  -0.356
H: -5.41 -1.34 1.43  0.432
C: -3.12 -1.01 3.32  -0.984
C: 1.70 0.40 -6.08  -1.406
H: 0.75 3.95 -3.22  0.426
H: 1.16 2.98 -5.45  0.378
H: 1.86 -0.67 -6.01  0.338
N: -0.77 -1.46 3.07  -0.031
O: -1.72 1.61 0.43  -0.400
H: 1.69 -0.85 -3.66  0.296
C: -3.44 -1.84 2.11  0.735
H: -4.27 -1.76 0.13  0.403
C: -1.68 -0.47 3.21  0.454
H: -3.80 -0.17 3.44  0.339
C: 0.98 2.10 -2.19  0.726
C: 1.19 2.35 -4.58  -0.450
C: 0.96 2.90 -3.34  -0.707
C: 1.48 0.21 -3.57  -1.044
H: 0.64 2.78 0.98  0.383
C: 1.46 0.99 -4.72  0.761
H: -3.16 -1.65 4.21  0.467
H: 1.61 1.42 0.33  0.390
O: 0.74 2.76 -1.01  -0.502
C: 3.29 -1.10 2.14  -0.487
O: -2.99 -2.95 1.95  -0.606
N: -0.47 -0.17 0.27  -0.102
C: 2.64 -0.05 2.76  -0.703
N: -1.74 -0.58 0.42  -0.548
H: 3.09 -3.09 1.38  0.393
H: -1.14 -2.38 2.87  0.227
H: 2.58 0.86 -6.53  0.327
C: 0.71 2.02 0.18  -0.975
H: 4.34 -1.02 1.89  0.404
C: -4.38 -1.23 1.08  -0.855
O: -1.45 0.71 3.25  -0.629
H: 0.70 -3.27 1.93  0.385
C: 1.29 -0.15 3.08  -0.195
C: -0.47 1.12 0.28  1.152
H: 0.79 0.68 3.56  0.477
C: -2.46 0.50 0.52  0.447
C: 0.59 -1.31 2.78  0.483
C: 2.59 -2.27 1.85  -0.702
H: 1.27 0.09 -1.46  0.449
S: -4.15 0.55 0.82  -0.215
H: 3.17 0.86 2.99  0.413
H: 0.85 0.59 -6.73  0.328
C: 1.25 0.74 -2.32  -0.119

***

# C20H19N4O4SV

A molecular structure, C20H19N4O4SV (ωB97M-V/def2-TZVPD, the Open Molecules 2025 dataset).

Properties
2S+1: 3
HOMO-LUMO gap (spin up / spin down), hartree: 0.2185 / 0.2102
Expectation value of S²: 2.01
LUMO (spin up / spin down), eV: -1.348 / -1.573
Energy relative to the best compared isomer or geometry (same formula, charge and spin), kcal per mole: 25.9
HOMO energy (spin up / spin down), eV: -7.29 / -7.29

Each line ends with the Mulliken charge.
Cartesian coordinates (Å):
V: 0.30 -1.63 1.93  0.902
S: -0.51 3.98 -5.10  1.141
H: 5.26 -1.80 -1.07  0.425
N: -3.06 4.10 -3.95  -0.500
C: -3.48 3.09 -1.84  -0.508
H: -0.36 0.59 3.99  0.445
C: -0.93 -1.56 3.84  -0.580
C: -0.15 -2.72 3.85  -0.600
H: 0.31 1.80 -1.89  0.745
C: 0.37 0.45 -0.22  -0.286
H: -1.94 -2.34 -0.43  0.297
C: 1.25 -0.92 3.88  -0.477
H: -0.52 -3.74 3.91  0.482
H: -4.17 2.89 -1.02  0.376
H: -1.27 -3.99 -0.44  0.235
H: 1.66 -3.58 0.41  0.529
C: 4.39 -1.78 -0.44  -0.297
C: 4.10 -0.69 0.36  -0.804
C: 1.20 -2.33 3.84  -0.515
H: 2.14 -0.32 4.04  0.648
C: -1.56 1.73 -0.86  1.090
N: -1.35 2.96 -2.84  -0.239
C: -1.55 0.25 1.03  -0.392
H: -2.05 -0.21 1.87  0.417
C: 2.36 -2.75 0.36  -0.417
C: 3.50 -2.85 -0.40  -0.831
C: -2.16 2.62 -1.83  0.212
C: -1.02 -2.93 -0.31  -0.789
O: 0.53 3.06 -4.71  -0.644
H: 2.68 0.20 1.70  0.493
C: 2.93 -0.67 1.10  -0.052
O: -0.27 5.37 -4.79  -0.675
H: -0.31 -2.63 -1.10  0.311
H: 1.39 0.16 -0.41  0.429
N: 2.03 -1.66 1.08  0.288
H: 3.70 -3.76 -0.96  0.419
H: -2.01 -1.52 3.96  0.562
C: -3.88 3.82 -2.94  -0.453
O: -0.47 -2.70 0.92  -0.567
C: -0.06 -0.44 3.87  -0.503
C: -2.22 1.15 0.24  -0.996
C: -0.22 1.37 -1.05  -1.006
H: 4.77 0.16 0.39  0.427
N: -0.27 -0.13 0.83  0.505
H: -3.25 1.39 0.45  0.349
O: -1.17 3.68 -6.35  -0.669
C: -1.83 3.65 -3.81  0.105
H: 2.05 -3.00 3.96  0.554
H: -4.89 4.18 -3.05  0.418

***

For each record above, in turn, the calculated E_tot values are -79438.4672 -43920.5228 -36984.9721 -43053.5594 -42497.0298 -33706.1738 -44543.5804 -71719.9613 eV.